Here is a molecular structure, C4H4FeO2 at a distorted geometry from OMol25. Energies are from ωB97M-V/def2-TZVPD.

Geometry as XYZ:
```
11
C4H4FeO2 | OMol25 | ωB97M-V/def2-TZVPD
H -0.62973 -0.10409 -2.13937
O -1.31735 -1.42366 2.28900
C -0.68130 -0.65757 1.70281
C 0.07638 0.19410 1.02270
C -0.00688 0.16295 -1.28020
C 0.98271 -0.63694 -0.73043
H 0.81218 0.79843 1.55172
H 1.94934 -0.17340 -0.51811
H 0.85100 -1.70829 -0.89972
O -0.62078 0.94561 -0.37044
Fe -1.41557 2.60286 -0.62796
```

2S+1 = 6
E = -42650.369 eV
total charge = +3
HOMO-LUMO gap (alpha / beta) = 5.92 / 7.29 eV